Entry from the OMol25 dataset: a cluster of 2 separate species, C4H8Si in total in a non-equilibrium geometry (ωB97M-V with the def2-TZVPD basis set).

Computed properties:
2S+1 = 1
max |F| = 1.979 eV/Å
E_tot = -446.5552 a.u.
SMILES string = C#CC=[SiH2].C
frontier orbital gap = 7.8 eV

Atoms and positions in Å:
C -0.73780 -2.64448 0.29273
C -1.40712 -1.71006 -0.06903
C -2.19328 -0.66141 -0.55125
Si -2.43660 0.91361 0.20542
H -0.16337 -3.45359 0.62882
H -2.64565 -0.85055 -1.52080
H -3.24444 1.91518 -0.47511
H -1.92112 1.36448 1.48609
C 1.93391 0.37281 -0.03210
H 2.96374 0.55764 0.24202
H 1.33659 0.26732 0.86514
H 1.55482 1.20044 -0.61784
H 1.86117 -0.53980 -0.60701